Entry 1:
One molecule with the formula C21H14FN3O3S, computed with ωB97M-V/def2-TZVPD.

```
! RIJCOSX wB97M-V def2-TZVPD def2/J DEFGRID3
* xyz 0 1
O -7.442 0.307 -0.808
F -4.872 0.157 -6.701
C -3.905 0.504 1.351
C -2.683 0.527 1.542
N 1.947 1.834 -0.612
N 3.185 1.466 -0.323
O 1.779 0.236 0.873
O -5.079 0.450 -0.599
S -0.646 1.070 -0.113
C -6.326 0.194 -1.286
C 1.127 0.960 -0.053
C 3.033 0.629 0.654
C 4.194 -0.829 2.415
C 4.141 0.060 1.372
C 7.577 -1.861 3.859
C 8.291 -1.252 2.852
C -6.633 0.245 -4.993
C -4.222 0.137 -4.454
C -7.035 0.318 -3.632
C -4.583 0.103 -3.065
C 6.246 -1.803 3.774
C 7.702 -0.454 1.900
C -5.232 0.204 -5.374
C -6.008 0.156 -2.629
C 5.609 -1.064 2.743
C 6.337 -0.288 1.834
N 5.417 0.388 1.028
C -5.267 0.644 0.862
C -1.195 0.499 1.525
H 3.362 -1.450 2.698
H 8.022 -2.451 4.555
H 9.372 -1.280 2.807
H -7.325 0.198 -5.848
H -3.221 0.014 -4.892
H -8.122 0.354 -3.321
H -3.766 -0.090 -2.339
H 5.659 -2.217 4.610
H 8.277 0.097 1.136
H 5.564 1.178 0.350
H -5.979 -0.029 1.332
H -5.613 1.673 1.019
H -0.694 1.044 2.326
H -0.990 -0.578 1.625
*
```

Results
SMILES string: O=C(OCC#CCSc1nnc(-c2cc3ccccc3[nH]2)o1)c1ccc(F)cc1
E_HOMO in eV: -8.089
M in u: 407.4

Atomic partial charges in e from the natural (NBO) method, atoms 1 to 6: O -0.57; F -0.33; C 0.00; C 0.00; N -0.29; N -0.28

***

Entry 2:
A 2-piece molecular cluster, C2FN3O4 overall, computed with ωB97M-V/def2-TZVPD.

```
! RIJCOSX wB97M-V def2-TZVPD def2/J DEFGRID3
* xyz 0 1
C -0.542 -0.564 -2.281
C 0.241 0.415 0.035
N -1.156 -1.034 -3.106
N -0.938 0.586 0.975
N 1.206 -0.589 0.521
O -1.506 -0.374 1.342
O -1.121 1.751 1.284
O 2.277 -0.102 0.767
O 0.746 -1.651 0.703
F 0.794 1.561 -0.240
*
```

Results
E_HOMO in eV: -12.181
M in u: 149.0

Atomic partial charges in e from the natural (NBO) method, atoms 1 to 6: C 0.18; C 0.67; N -0.43; N 0.45; N 0.45; O -0.25

***

Entry 3:
A 7-piece molecular cluster, C20H42Br12ClN2O overall, computed with ωB97M-V/def2-TZVPD.

```
! RIJCOSX wB97M-V def2-TZVPD def2/J DEFGRID3
* xyz 1 1
C -1.413 3.294 2.270
O -1.618 1.894 2.471
C -1.693 1.162 1.264
C -0.741 -0.033 1.217
C 0.561 0.171 1.981
Cl 0.290 0.066 3.748
C 1.686 -0.832 1.658
C 1.652 -1.517 0.280
N 0.280 -1.638 -0.268
C -0.391 -0.299 -0.250
C -1.594 -0.259 -1.197
N -1.471 0.882 -2.081
H -1.334 3.740 3.252
H -2.271 3.740 1.771
H -0.487 3.463 1.725
H -1.535 1.837 0.428
H -2.700 0.770 1.170
H -1.229 -0.931 1.599
H 0.901 1.184 1.803
H 1.684 -1.602 2.420
H 2.644 -0.335 1.732
H 2.308 -1.019 -0.420
H 2.029 -2.527 0.389
H -0.271 -2.333 0.235
H 0.354 -1.928 -1.251
H 0.353 0.403 -0.609
H -2.542 -0.338 -0.662
H -1.537 -1.141 -1.838
H -1.341 1.754 -1.587
H -2.266 0.968 -2.708
Br 4.778 1.162 -4.635
C 4.502 -0.395 -3.505
C 3.263 -1.152 -3.898
Br 1.643 -0.218 -3.329
H 4.467 -0.036 -2.481
H 5.380 -1.018 -3.637
H 3.235 -2.125 -3.411
H 3.177 -1.281 -4.972
Br -4.360 0.941 -4.075
C -5.393 0.858 -2.420
C -6.140 -0.442 -2.291
Br -7.694 -0.494 -3.454
H -6.051 1.721 -2.423
H -4.667 0.964 -1.614
H -6.526 -0.557 -1.280
H -5.528 -1.301 -2.547
Br 6.815 -3.252 -0.931
C 5.545 -3.578 0.500
C 4.746 -4.829 0.256
Br 3.367 -4.573 -1.104
H 4.926 -2.690 0.584
H 6.146 -3.686 1.400
H 4.211 -5.124 1.155
H 5.361 -5.654 -0.085
Br 9.439 -4.021 2.577
C 10.958 -4.493 1.452
C 10.600 -4.443 -0.008
Br 9.524 -5.976 -0.533
H 11.288 -5.477 1.768
H 11.728 -3.760 1.681
H 11.493 -4.489 -0.626
H 10.026 -3.558 -0.263
Br -6.281 3.202 2.629
C -6.086 1.511 3.566
C -4.903 0.757 3.029
Br -5.306 -0.024 1.284
H -7.021 0.971 3.452
H -5.937 1.762 4.613
H -4.642 -0.081 3.672
H -4.035 1.396 2.896
Br -5.086 8.163 0.427
C -6.796 7.618 -0.326
C -7.103 6.179 -0.018
Br -6.051 4.967 -1.121
H -6.746 7.815 -1.391
H -7.536 8.271 0.130
H -8.142 5.951 -0.247
H -6.896 5.922 1.016
*
```

Results
E_HOMO in eV: -11.667
M in u: 1320.9

Atomic partial charges in e from the Löwdin method, atoms 1 to 6: C -0.06; O -0.24; C -0.20; C -0.26; C -0.61; Cl 0.70

***

Entry 4:
A 9-piece molecular cluster, C12H41N7O9 overall, computed with ωB97M-V/def2-TZVPD.

```
! RIJCOSX wB97M-V def2-TZVPD def2/J DEFGRID3
* xyz 0 1
C -4.445 1.430 4.438
O -5.173 0.884 5.254
N -4.039 2.628 4.504
N -3.726 0.830 3.512
H -3.348 3.018 3.879
H -4.624 3.152 5.138
H -3.740 -0.172 3.388
H -3.042 1.421 3.061
C 2.959 -2.901 4.531
O 3.101 -3.813 5.346
N 3.591 -2.806 3.399
N 2.016 -1.994 4.701
H 4.352 -3.431 3.177
H 3.415 -1.989 2.833
H 1.394 -2.193 5.471
H 2.143 -1.204 4.084
C 4.493 2.923 6.315
O 5.500 2.366 5.904
N 3.713 2.409 7.233
N 3.967 3.959 5.736
H 2.820 2.822 7.461
H 3.949 1.518 7.646
H 4.332 4.122 4.808
H 3.126 4.398 6.084
C -4.208 -1.602 -3.281
C -3.697 -2.095 -4.616
C -3.002 -0.991 -5.480
C -1.587 -0.670 -5.092
C -0.747 -1.880 -4.841
C -1.353 -3.025 -4.054
N -2.779 -3.246 -4.420
O -3.424 -4.388 -3.865
C -0.474 -4.297 -4.286
C -1.225 -2.782 -2.549
C -4.933 -2.558 -5.410
H -3.510 -0.875 -2.866
H -4.341 -2.400 -2.550
H -5.180 -1.125 -3.408
H -2.971 -1.399 -6.490
H -3.455 -0.001 -5.411
H -1.711 -0.120 -4.159
H -0.988 -0.002 -5.712
H 0.184 -1.521 -4.402
H -0.608 -2.171 -5.882
H -1.081 -5.203 -4.296
H 0.170 -4.315 -5.165
H 0.301 -4.392 -3.525
H -1.789 -3.549 -2.019
H -0.212 -2.677 -2.161
H -1.735 -1.852 -2.295
H -5.421 -3.443 -5.002
H -4.768 -2.837 -6.451
H -5.691 -1.775 -5.432
H -3.410 -4.986 -4.616
O 7.353 2.126 1.600
H 7.133 3.037 1.406
H 7.151 2.023 2.530
O 0.013 4.701 2.969
H 0.401 5.451 3.420
H 0.760 4.152 2.730
O 2.346 1.112 1.521
H 1.704 0.827 0.870
H 2.891 1.748 1.058
O 2.367 3.373 -2.164
H 2.773 3.279 -3.026
H 1.536 3.816 -2.338
O 4.984 6.223 0.739
H 4.777 7.146 0.590
H 4.720 5.785 -0.071
*
```

Results
SMILES string: CC1(C)CCCC(C)(C)N1O.NC(N)=O.NC(N)=O.NC(N)=O.O.O.O.O.O
E_HOMO in eV: -8.351
M in u: 427.5

Atomic partial charges in e from the natural (NBO) method, atoms 1 to 6: C 0.74; O -0.67; N -0.82; N -0.83; H 0.39; H 0.41

***

Entry 5:
A 2-piece molecular cluster, C5H6ClI overall, computed with ωB97M-V/def2-TZVPD.

```
! RIJCOSX wB97M-V def2-TZVPD def2/J DEFGRID3
* xyz 0 1
C 1.515 -1.239 -1.605
C 0.854 -1.530 -0.497
C -1.143 0.142 -0.567
C -0.084 -0.629 0.240
C -0.290 0.906 0.093
Cl 0.363 2.408 0.309
I -2.339 2.900 2.736
H 2.152 -1.980 -2.059
H 1.317 -0.327 -2.181
H 1.182 -2.413 -0.034
H -1.956 -0.096 -1.355
H -1.206 2.922 3.736
H -0.364 -1.064 1.182
*
```

Results
SMILES string: C=C[C@@H]1C=C1Cl.I
E_HOMO in eV: -9.114
M in u: 228.5

Atomic partial charges in e from the natural (NBO) method, atoms 1 to 6: C -0.39; C -0.20; C -0.19; C -0.26; C -0.08; Cl 0.10

***

Entry 6:
C23H51AgF6N2O9 as an isolated structure, computed with ωB97M-V/def2-TZVPD.

```
! RIJCOSX wB97M-V def2-TZVPD def2/J DEFGRID3
* xyz 0 1
Ag -1.204 1.086 -0.447
C -4.692 2.318 -1.247
O -5.662 2.443 -0.197
O -3.783 1.479 -0.734
C -5.603 1.982 -2.503
F -5.959 2.963 -3.212
F -5.197 1.064 -3.418
F -6.721 1.425 -2.134
C -5.615 3.341 0.815
C -6.822 3.268 1.709
H -6.950 2.297 2.187
H -6.679 3.929 2.564
H -7.709 3.581 1.159
H -5.692 4.328 0.359
H -4.756 3.378 1.486
H -4.064 3.160 -1.536
C -1.534 -2.716 0.363
O -0.359 -3.260 0.867
O -1.207 -1.291 0.331
C -2.224 -3.368 -0.811
F -3.076 -4.348 -0.327
F -3.123 -2.631 -1.449
F -1.404 -3.782 -1.707
C -0.309 -4.715 0.976
C 0.931 -5.217 1.686
H 1.105 -6.293 1.692
H 1.867 -4.859 1.258
H 0.744 -5.092 2.752
H -0.353 -5.063 -0.056
H -1.125 -5.103 1.585
H -2.099 -2.842 1.287
C 3.720 1.699 -0.945
C 2.437 1.995 -0.243
C 1.776 3.224 -0.994
O 1.467 0.946 -0.234
H 3.566 1.482 -2.002
H 4.232 0.830 -0.531
H 4.392 2.551 -0.837
H 2.629 2.254 0.798
H 0.703 3.308 -0.821
H 1.895 3.099 -2.070
H 2.251 4.152 -0.676
C -1.120 2.973 -3.248
O -0.685 1.738 -2.688
C -0.462 0.788 -3.729
C -0.173 -0.632 -3.141
N 1.330 -0.849 -2.740
H 1.948 -0.924 -3.535
H 1.493 -0.040 -2.158
C 1.642 -2.097 -2.004
C 2.874 -2.811 -2.401
O 4.062 -1.964 -2.331
C 4.937 -2.217 -1.243
H -0.206 3.276 -3.760
H -1.437 3.707 -2.507
H -1.894 3.081 -4.008
H 0.409 1.113 -4.298
H -1.218 0.807 -4.513
H -0.379 -1.517 -3.743
H -0.760 -0.680 -2.224
H 0.724 -2.676 -2.110
H 1.492 -1.776 -0.973
H 2.849 -3.250 -3.398
H 2.847 -3.732 -1.818
H 4.363 -2.242 -0.316
H 5.833 -1.603 -1.159
H 5.285 -3.244 -1.353
C -0.392 2.762 1.957
O -1.177 1.611 2.208
C -1.011 0.903 3.373
C 0.419 0.291 3.549
N 0.764 -0.513 2.301
H -0.007 -0.931 1.802
H 1.175 -0.021 1.520
C 1.763 -1.716 2.558
C 3.188 -1.188 2.622
O 3.352 -0.152 3.503
C 4.704 0.352 3.583
H -0.665 3.647 2.532
H -0.677 3.018 0.936
H 0.684 2.594 2.008
H -1.752 0.109 3.464
H -1.252 1.705 4.070
H 0.250 -0.314 4.439
H 1.202 1.044 3.644
H 1.756 -2.382 1.696
H 1.640 -2.193 3.531
H 3.347 -0.799 1.617
H 3.911 -1.975 2.837
H 5.558 -0.155 3.133
H 4.961 0.706 4.581
H 4.715 1.369 3.192
*
```

Results
E_HOMO in eV: -6.340
M in u: 721.5

Atomic partial charges in e from the Löwdin method, atoms 1 to 6: Ag 0.79; C -0.46; O -0.09; O -0.23; C -0.65; F 0.20

***

Entry 7:
C8H16NOS5W as an isolated structure, computed with ωB97M-V/def2-TZVPD.

```
! RIJCOSX wB97M-V def2-TZVPD def2/J DEFGRID3
* xyz 3 3
W -0.047 -0.063 0.119
C 0.396 0.315 -3.074
C 0.957 1.588 -2.360
S -0.167 2.040 -0.967
C 0.540 3.005 0.444
C -0.117 2.562 1.796
S -1.387 1.195 1.604
C -1.319 -0.126 2.929
C -0.991 -1.538 2.370
S -1.726 -1.769 0.660
C -0.633 -2.891 -0.375
C -0.647 -2.456 -1.862
S -0.875 -0.614 -2.068
H 1.213 -0.361 -3.320
H -0.145 0.585 -3.979
H 0.960 2.424 -3.060
H 1.965 1.429 -1.985
H 0.322 4.053 0.242
H 1.616 2.851 0.482
H -0.666 3.389 2.242
H 0.648 2.208 2.485
H -2.311 -0.091 3.377
H -0.578 0.154 3.678
H -1.435 -2.292 3.023
H 0.088 -1.722 2.339
H -1.033 -3.903 -0.288
H 0.379 -2.891 0.036
H -1.497 -2.877 -2.396
H 0.278 -2.774 -2.344
O 1.838 -1.060 -0.960
S 2.694 -0.562 0.180
N 1.681 0.192 1.031
*
```

Results
E_HOMO (alpha / beta) in eV: -19.260 / -21.384
M in u: 486.4

Atomic partial charges in e from the natural (NBO) method, atoms 1 to 6: W 0.99; C -0.50; C -0.50; S 0.48; C -0.51; C -0.49

***

Entry 8:
One molecule with the formula C4H10S, computed with ωB97M-V/def2-TZVPD.

```
! RIJCOSX wB97M-V def2-TZVPD def2/J DEFGRID3
* xyz 0 1
C 0.280 2.001 -0.777
C -0.558 0.831 -0.226
C 0.290 -0.417 0.005
C -0.527 -1.633 0.446
S 0.364 -2.803 1.529
H -0.292 2.589 -1.463
H 0.645 2.636 0.030
H 1.168 1.663 -1.317
H -1.330 0.555 -0.947
H -1.051 1.188 0.679
H 1.040 -0.219 0.762
H 0.794 -0.672 -0.925
H -0.900 -2.199 -0.411
H -1.443 -1.377 0.986
H 1.521 -2.145 1.629
*
```

Results
SMILES string: CCCCS
E_HOMO in eV: -8.924
M in u: 90.2

Atomic partial charges in e from the natural (NBO) method, atoms 1 to 6: C -0.61; C -0.39; C -0.40; C -0.51; S -0.05; H 0.21

***

Entry 9:
C40H26BrF15GeN6O4ReS2 as an isolated structure, computed with ωB97M-V/def2-TZVPD.

```
! RIJCOSX wB97M-V def2-TZVPD def2/J DEFGRID3
* xyz 2 2
Re -0.461 -0.361 0.453
O 2.017 -2.731 -3.744
C 1.390 -3.810 -3.122
C 1.388 -5.020 -3.790
C 0.726 -6.111 -3.247
C 0.056 -5.984 -2.037
C 0.042 -4.758 -1.385
C 0.702 -3.656 -1.922
C 0.708 -2.352 -1.157
O -0.381 -2.200 -0.256
N 0.760 -1.155 -2.029
N -0.076 -0.184 -1.595
C -0.668 0.596 -2.421
C -1.802 1.406 -2.064
Br -2.741 0.711 -0.529
C -2.388 2.391 -2.745
C -1.865 3.102 -3.907
C -2.788 3.771 -4.714
C -2.377 4.414 -5.869
C -1.034 4.414 -6.216
C -0.098 3.792 -5.398
C -0.507 3.145 -4.247
H 2.781 -2.440 -3.229
H 1.921 -5.093 -4.733
H 0.739 -7.060 -3.769
H -0.458 -6.835 -1.606
H -0.467 -4.648 -0.432
H 1.615 -2.310 -0.577
H 0.906 -1.280 -3.017
H -0.387 0.563 -3.469
H -3.381 2.693 -2.420
H -3.839 3.769 -4.438
H -3.101 4.921 -6.494
H -0.707 4.920 -7.118
H 0.954 3.834 -5.651
H 0.241 2.731 -3.579
N -2.698 -3.507 1.443
C -2.253 -3.228 2.861
C -1.582 -1.873 2.985
O -1.045 -1.588 4.011
O -1.735 -1.080 1.921
H -2.815 -4.503 1.272
H -1.993 -3.137 0.800
H -3.570 -3.039 1.223
H -1.538 -3.991 3.113
H -3.098 -3.295 3.540
C 2.750 4.505 2.916
C 1.999 4.342 1.590
C 0.870 3.367 1.696
N 0.778 2.285 1.028
N -0.364 1.538 1.360
C -1.108 2.111 2.306
N -2.237 1.587 2.787
S -0.452 3.595 2.840
H 3.561 5.222 2.792
H 3.181 3.554 3.239
H 2.097 4.878 3.709
H 2.664 3.966 0.816
H 1.610 5.309 1.260
H -2.351 0.587 2.684
H -2.691 2.035 3.564
F 0.868 -4.334 2.426
C 1.324 -3.958 3.646
C 2.199 -2.896 3.763
C 2.560 -2.536 5.058
F 3.364 -1.505 5.296
C 2.112 -3.229 6.166
F 2.480 -2.875 7.385
C 1.279 -4.310 5.994
F 0.843 -4.985 7.041
C 0.882 -4.678 4.727
F 0.041 -5.713 4.570
Ge 2.989 -2.107 2.167
S 1.758 -0.495 1.170
C 3.597 -3.524 0.970
C 4.207 -3.155 -0.219
F 4.266 -1.852 -0.577
C 4.791 -4.053 -1.081
F 5.382 -3.641 -2.199
C 4.752 -5.395 -0.773
F 5.279 -6.277 -1.599
C 4.176 -5.809 0.407
F 4.170 -7.098 0.717
C 3.630 -4.881 1.267
F 3.155 -5.363 2.418
C 4.624 -1.177 2.664
C 4.862 0.190 2.639
F 3.932 1.066 2.231
C 6.063 0.730 3.041
F 6.258 2.044 3.001
C 7.068 -0.102 3.490
F 8.221 0.408 3.871
C 6.865 -1.465 3.552
F 7.821 -2.260 4.005
C 5.655 -1.976 3.146
F 5.480 -3.300 3.271
*
```

Results
E_HOMO (alpha / beta) in eV: -13.376 / -13.332
M in u: 1342.5

Atomic partial charges in e from the Löwdin method, atoms 1 to 6: Re 1.20; O 0.03; C -0.25; C 0.01; C -0.05; C -0.06

***

> The lowest M belongs to which entry?

C4H10S

***

> What is the M in the fourth record?

427.5 u